{
  "formula": "C34H49O4PSSi3Y",
  "method": "ωB97M-V with the def2-TZVPD basis set",
  "species": ["Y", "O", "C", "C", "C", "C", "C", "C", "C", "P", "C", "C", "C", "C", "C", "C", "C", "C", "C", "C", "C", "C", "H", "H", "H", "H", "H", "H", "H", "H", "H", "H", "H", "H", "H", "H", "C", "O", "Si", "C", "C", "C", "Si", "C", "C", "C", "Si", "C", "C", "C", "H", "H", "H", "H", "H", "H", "H", "H", "H", "H", "H", "H", "H", "H", "H", "H", "H", "H", "H", "H", "H", "H", "H", "H", "H", "H", "H", "O", "C", "O", "S", "C", "C", "C", "C", "H", "H", "H", "H", "H", "H", "H", "H"],
  "positions_angstrom": [[-0.3635, 0.1887, -0.0011], [-0.6821, 0.6225, 2.3955], [0.5507, 0.5242, 2.1838], [1.6304, 0.6793, 3.0792], [1.6915, 0.6106, 4.4843], [2.9262, 0.5885, 5.1379], [4.0890, 0.6978, 4.4702], [4.0946, 0.8682, 3.0815], [2.9013, 0.7792, 2.3983], [2.7155, 0.6688, 0.6335], [3.5874, 2.1775, 0.1913], [4.1771, 2.3553, -1.0760], [4.5914, 3.6085, -1.4434], [4.4431, 4.7013, -0.5766], [3.9876, 4.5148, 0.6856], [3.4840, 3.2892, 1.0694], [3.6430, -0.8500, 0.2945], [4.3198, -1.0684, -0.8849], [5.1418, -2.1761, -0.9984], [5.0486, -3.1913, -0.0688], [4.2179, -3.0730, 1.0223], [3.5498, -1.8689, 1.2470], [0.7648, 0.6186, 5.0568], [2.9031, 0.4261, 6.2417], [5.0296, 0.7556, 5.0161], [5.0485, 1.0365, 2.5679], [4.3060, 1.5195, -1.7564], [5.0783, 3.7344, -2.4245], [4.7109, 5.6955, -0.9321], [3.9525, 5.3553, 1.3929], [3.0108, 3.1453, 2.0353], [4.2700, -0.3877, -1.7244], [5.8699, -2.2831, -1.8247], [5.6473, -4.1105, -0.2416], [4.0953, -3.9191, 1.6943], [2.9420, -1.7622, 2.1372], [0.0343, 0.2842, -3.2178], [-0.9256, 0.1428, -2.1785], [-2.6422, 0.3814, -2.1736], [-3.4544, -1.0953, -2.9936], [-3.0476, 1.8234, -3.3246], [-2.8227, 0.7012, -0.3107], [-3.5351, 2.4238, 0.2474], [-3.4270, 2.7129, 2.1394], [-2.5511, 3.8962, -0.3189], [-5.3323, 2.6760, -0.3383], [-3.9833, -0.6126, 0.5193], [-3.3348, -2.4187, 0.2954], [-5.7194, -0.5930, -0.2209], [-4.0629, -0.6183, 2.4287], [-0.2452, -0.3693, -4.0539], [1.0085, -0.0352, -2.8353], [0.0601, 1.3510, -3.5253], [-3.5052, -0.8684, -4.0565], [-4.4807, -1.2002, -2.6218], [-2.8777, -2.0215, -2.8349], [-2.2537, 2.1171, -4.0131], [-3.3729, 2.7196, -2.7623], [-3.8956, 1.6099, -3.9701], [-2.6462, 2.0556, 2.5031], [-4.3608, 2.3793, 2.6206], [-3.1757, 3.7291, 2.3780], [-1.7540, 4.1125, 0.3990], [-3.2299, 4.7496, -0.4106], [-2.1028, 3.8115, -1.2993], [-5.9899, 1.8387, -0.0828], [-5.3776, 2.8017, -1.3999], [-5.6783, 3.5929, 0.1029], [-3.3449, -2.7300, -0.7584], [-3.9168, -3.1627, 0.8595], [-2.2838, -2.5183, 0.6374], [-5.7747, 0.0473, -1.0958], [-6.5021, -0.2341, 0.4416], [-5.9453, -1.6124, -0.5114], [-3.1151, -0.2967, 2.8355], [-4.2907, -1.6465, 2.7942], [-4.8429, 0.0570, 2.7921], [0.8408, 3.8750, -0.5225], [0.4711, 2.8449, -0.1718], [0.0909, -1.7622, -0.1219], [-0.2889, -2.9731, -1.1724], [1.3044, -3.4253, -1.9661], [1.7758, -4.8698, -1.6449], [0.5027, -5.6178, -1.0914], [-0.4054, -4.5925, -0.3658], [2.0184, -2.6522, -1.6476], [1.1227, -3.2750, -3.0291], [2.6210, -4.8675, -0.9453], [2.1629, -5.3030, -2.5668], [0.7293, -6.4246, -0.3900], [-0.0447, -6.0595, -1.9329], [-0.1219, -4.4701, 0.6841], [-1.4550, -4.8795, -0.3649]],
  "lowdin_charge": [1.22, -0.10, -0.39, -0.22, 0.02, -0.08, -0.06, -0.06, -0.36, 1.03, -0.37, -0.10, -0.08, -0.08, -0.09, -0.10, -0.36, -0.11, -0.08, -0.11, -0.08, -0.08, 0.12, 0.13, 0.12, 0.13, 0.08, 0.12, 0.11, 0.12, 0.11, 0.09, 0.12, 0.12, 0.11, 0.11, -0.10, -0.47, 0.37, -0.15, -0.14, -0.50, 0.42, -0.17, -0.21, -0.16, 0.43, -0.20, -0.19, -0.18, 0.10, 0.08, 0.10, 0.03, 0.03, 0.02, 0.03, 0.02, 0.04, -0.01, 0.03, 0.02, 0.01, 0.05, 0.01, 0.01, 0.02, 0.03, 0.00, 0.04, 0.00, 0.01, 0.03, 0.03, 0.00, 0.04, 0.02, 0.12, 0.03, -0.65, 1.09, -0.28, -0.17, -0.18, -0.31, 0.08, 0.09, 0.10, 0.11, 0.12, 0.12, 0.11, 0.09],
  "total_energy_ev": -89040.5902,
  "total_charge": 1,
  "homo_ev": -9.376,
  "gap_ev": 6.611
}